Record 1
Here is a molecular structure, C30H52N7O2P3RuSe2 at a distorted geometry from the Open Molecules 2025 dataset. Energies are from wB97M-V/def2-TZVPD.

Each line ends with the Löwdin spin population.
Atoms and positions in Å:
Ru -0.7763 -0.4391 0.0484  1.105
C 2.7748 -1.8386 2.9973  0.000
C 1.4282 -2.0198 2.3524  0.001
O 1.1389 -1.4981 1.2715  0.003
N 0.5653 -2.7804 3.0391  0.000
C -0.7285 -3.1662 2.5196  0.000
C -1.8756 -2.2568 2.8960  0.005
C -2.5594 -2.4086 4.0978  0.003
C -3.7059 -1.6654 4.3287  -0.002
C -4.1347 -0.7932 3.3404  0.002
C -3.3823 -0.6885 2.1851  0.003
N -2.2725 -1.3832 1.9694  0.066
H 3.5605 -1.8444 2.2458  0.000
H 2.9754 -2.6177 3.7264  0.000
H 2.8127 -0.8733 3.5017  0.000
H 0.8551 -3.1738 3.9224  0.000
H -0.9521 -4.1790 2.8598  0.000
H -0.6607 -3.1413 1.4261  -0.001
H -2.2139 -3.1228 4.8275  0.001
H -4.2656 -1.7841 5.2439  0.000
H -5.0439 -0.2268 3.4419  0.000
H -3.6913 -0.0319 1.3802  0.000
C 0.4735 -2.1452 -3.4132  -0.013
P 0.7068 -2.0169 -1.5924  -0.072
C 2.5230 -2.2306 -1.4798  -0.010
C 0.1237 -3.7087 -1.1180  -0.009
C -1.3845 -3.8899 -1.2804  -0.009
P -2.4338 -2.3936 -0.8716  -0.064
C -3.3451 -2.1277 -2.4489  -0.011
C -3.7780 -3.2260 0.0586  -0.008
H 0.8590 -3.1038 -3.7575  -0.003
H 1.0033 -1.3541 -3.9369  0.000
H -0.5819 -2.0806 -3.6619  0.000
H 2.8346 -3.0780 -2.0897  -0.003
H 2.8105 -2.3981 -0.4453  0.000
H 3.0114 -1.3295 -1.8441  0.000
H 0.4416 -3.8943 -0.0894  0.000
H 0.6548 -4.4282 -1.7476  -0.002
H -1.7271 -4.7033 -0.6350  -0.001
H -1.6253 -4.1668 -2.3109  -0.001
H -3.6870 -3.0930 -2.8279  -0.002
H -2.7284 -1.6389 -3.2014  0.000
H -4.2168 -1.5034 -2.2481  0.000
H -4.1490 -4.0445 -0.5587  -0.002
H -4.5965 -2.5373 0.2587  0.000
H -3.4068 -3.6237 0.9999  0.000
Se -3.7756 1.8692 -0.5198  -0.003
Se -1.8469 2.8618 0.2816  0.003
C -1.7100 2.0761 2.0488  0.001
C -2.3468 2.6610 3.1318  0.001
C -2.1024 2.1367 4.3923  0.000
C -1.2035 1.0863 4.5064  0.001
C -0.6234 0.5715 3.3579  0.002
N -0.8861 1.0383 2.1395  0.023
C -2.8852 1.3473 -2.1567  -0.002
C -3.4351 1.6154 -3.3999  -0.002
C -2.6219 1.4594 -4.5118  0.001
C -1.3021 1.0755 -4.3242  -0.001
C -0.8665 0.7777 -3.0430  -0.001
N -1.6552 0.8764 -1.9801  -0.028
H -3.0178 3.4952 2.9862  0.000
H -2.5919 2.5499 5.2609  0.000
H -0.9622 0.6657 5.4703  0.000
H 0.0867 -0.2394 3.4246  0.000
H -4.4514 1.9644 -3.4943  0.000
H -3.0018 1.6719 -5.4978  0.000
H -0.6251 1.0047 -5.1598  0.000
H 0.1529 0.4876 -2.8292  0.000
C 1.7557 4.3974 -2.3602  0.000
N 2.1117 3.0069 -2.2034  0.000
C 2.2921 2.2706 -3.4330  0.000
P 2.1915 2.1807 -0.7643  0.002
O 1.0677 1.2558 -0.4913  0.027
N 2.3390 3.3563 0.4222  0.001
C 1.6592 3.2093 1.6843  0.000
C 3.4226 4.3117 0.4134  0.000
N 3.6437 1.3159 -0.8720  0.000
C 3.8631 0.3702 0.1988  0.000
C 4.8545 1.8553 -1.4447  0.000
H 0.9662 4.4924 -3.1086  0.000
H 2.6113 4.9877 -2.7027  0.000
H 1.3940 4.8069 -1.4202  0.000
H 1.3842 2.3206 -4.0387  0.000
H 2.5134 1.2287 -3.2037  0.000
H 3.1074 2.6890 -4.0286  0.000
H 1.0789 2.2868 1.6752  0.000
H 0.9843 4.0564 1.8562  0.000
H 2.3705 3.1777 2.5152  0.000
H 3.8924 4.3387 -0.5652  0.000
H 4.1795 4.0657 1.1657  0.000
H 3.0425 5.3098 0.6480  0.000
H 2.9014 -0.0478 0.4972  0.000
H 4.3481 0.8305 1.0653  0.000
H 4.5172 -0.4274 -0.1573  0.000
H 4.6262 2.5973 -2.2038  0.000
H 5.4158 1.0434 -1.9150  0.000
H 5.5074 2.3097 -0.6927  0.000

Electronic energy in Eh: -7629.10895
LUMO energy (alpha / beta) in eV: -10.326 / -9.549
Charge: +3
Spin multiplicity: 2



Record 2
Here is 2 unconnected molecules or ions with the total composition C30H53BClN8O7P2S at a distorted geometry from the Open Molecules 2025 dataset. Energies are from wB97M-V/def2-TZVPD.

Each line ends with the Löwdin charge.
Atoms and positions in Å:
C 1.6060 -7.1258 2.6111  -0.127
C 2.6597 -5.9217 2.2556  -0.202
C 2.0293 -4.4669 2.5179  -0.301
C 1.5147 -4.4614 4.0628  -0.076
N 2.9673 -3.3107 2.2078  -0.109
C 4.2182 -3.6915 1.6268  -0.195
C 5.3938 -4.1157 2.6249  -0.006
C 6.7998 -4.6041 2.1982  -0.111
N 7.1516 -4.7180 0.8123  -0.011
C 6.1173 -4.3666 -0.1082  -0.130
C 4.6601 -3.8757 0.1351  -0.002
C 2.1784 -2.1817 1.7702  -0.285
C 1.5386 -2.2520 0.2561  -0.112
C -0.0738 -2.3716 0.2458  -0.188
C -0.8347 -1.2069 -0.5853  -0.180
C -2.4343 -1.4550 -0.3052  -0.190
N -2.9518 -0.4277 0.6657  -0.167
C -4.4396 -0.2820 0.4506  -0.097
C -2.8097 -0.8639 2.0758  -0.382
C -2.1312 0.1524 3.1563  -0.015
O -3.2149 -1.9726 2.5550  0.030
C 2.6666 -0.6553 2.1791  -0.639
O 1.5748 0.1651 1.7659  -0.126
C 1.7550 1.4904 1.3361  -0.406
N 0.3173 1.9880 1.0542  0.185
C 0.2133 3.2790 1.2465  -0.170
O 0.0370 4.4865 0.9199  0.103
N 2.4377 1.6990 -0.0205  0.123
C 1.6640 1.3613 -1.0089  -0.590
S 0.6801 1.5063 -2.3687  0.642
B 2.3265 2.5991 2.4155  -0.539
N 3.3557 3.5997 1.9437  0.152
O 1.9771 2.6611 3.8160  0.064
P 4.4164 -0.1688 1.6638  0.934
N 4.7915 -0.7141 -0.0082  -0.151
O 5.6229 -1.0074 2.6108  -0.366
P 2.6317 -0.5458 4.1234  0.684
O 0.9576 -0.8273 4.5454  -0.367
Cl 3.7811 -2.0261 5.0463  0.284
H 1.3718 -7.1801 3.7346  0.069
H 0.6310 -6.9929 2.0220  0.076
H 2.0559 -8.1521 2.3160  0.082
H 3.0056 -6.1117 1.1714  0.115
H 3.5358 -6.0885 3.0039  0.115
H 1.0534 -4.4216 1.8816  0.144
H 0.5193 -5.0647 4.0587  0.089
H 2.2262 -4.9814 4.7916  0.089
H 1.2266 -3.3894 4.3423  0.044
H 5.1916 -4.0654 3.7658  0.069
H 7.6013 -4.8772 2.9840  0.109
H 6.4014 -4.5005 -1.2264  0.103
H 3.9074 -3.6476 -0.6898  0.078
H 1.2045 -2.2536 2.4197  0.121
H 1.8175 -1.3554 -0.3969  0.087
H 1.9073 -3.2623 -0.1886  0.110
H -0.3761 -3.3646 -0.2849  0.126
H -0.5728 -2.4108 1.2747  0.107
H -0.6108 -1.2069 -1.7078  0.089
H -0.6155 -0.1721 -0.1474  0.067
H -2.5787 -2.5071 0.1489  0.124
H -3.0288 -1.4420 -1.2941  0.123
H -4.8818 0.2720 1.3667  0.106
H -4.6317 0.2997 -0.5217  0.084
H -4.9132 -1.3321 0.4237  0.106
H -2.7216 1.1537 3.2096  0.090
H -2.1328 -0.3304 4.2130  0.096
H -1.0389 0.3581 2.8570  0.049
H 3.6678 4.1856 2.7332  0.086
H 4.2090 3.0917 1.6157  0.074
H 1.0068 2.7367 3.9647  0.107
H 3.9661 -1.1420 -0.4515  0.001
H 5.0934 0.1074 -0.5577  0.032
H 6.4629 -0.8834 2.0894  0.066
H 0.6061 0.0816 4.7457  0.042
C -3.6310 3.6450 -6.1830  -0.015
C -4.3576 3.2745 -4.8607  -0.433
C -5.5872 4.1928 -4.6295  -0.103
C -5.2333 5.6017 -4.1702  -0.159
C -4.2970 5.5665 -2.9663  -0.100
C -3.0356 4.7042 -3.2163  -0.439
N -3.3756 3.3402 -3.7318  0.141
O -3.8690 2.6359 -2.7205  0.183
C -2.1059 5.4472 -4.2091  -0.018
C -2.1931 4.6500 -1.9130  -0.019
C -4.8953 1.8369 -5.1209  -0.020
H -2.5502 3.4907 -6.1066  0.096
H -3.9535 3.0212 -7.0205  0.097
H -3.8128 4.6772 -6.4869  0.085
H -6.2422 3.7458 -3.8713  0.137
H -6.1830 4.2528 -5.5459  0.147
H -4.7818 6.1697 -4.9896  0.115
H -6.1492 6.1394 -3.9020  0.137
H -4.0069 6.5897 -2.7080  0.146
H -4.8506 5.1816 -2.1015  0.139
H -1.2292 4.8413 -4.4576  0.103
H -1.7423 6.3818 -3.7727  0.108
H -2.5939 5.7351 -5.1382  0.068
H -2.7536 4.2498 -1.0629  0.093
H -1.8657 5.6513 -1.6188  0.107
H -1.2969 4.0388 -2.0486  0.070
H -4.0773 1.1297 -5.2860  0.105
H -5.5290 1.8241 -6.0136  0.105
H -5.5183 1.4632 -4.3043  0.088

Electronic energy in Eh: -3704.92860
LUMO energy in eV: -7.753
Charge: +1